No. 1
{"formula": "C39H26BF15N2O2", "method": "ωB97M-V with the def2-TZVPD basis set", "symbols": ["F", "C", "C", "F", "C", "F", "C", "B", "C", "C", "F", "C", "F", "C", "F", "C", "F", "C", "F", "C", "C", "F", "C", "F", "C", "F", "C", "F", "C", "F", "C", "F", "C", "F", "C", "C", "C", "N", "C", "C", "O", "C", "C", "C", "C", "C", "C", "C", "C", "C", "C", "N", "C", "C", "O", "C", "C", "C", "C", "H", "H", "H", "H", "H", "H", "H", "H", "H", "H", "H", "H", "H", "H", "H", "H", "H", "H", "H", "H", "H", "H", "H", "H", "H", "H"], "xyz": [[1.78357, -2.09444, -5.90146], [1.34917, -2.18511, -4.63708], [-0.00008, -2.40989, -4.39978], [-0.85406, -2.58640, -5.42261], [-0.48084, -2.49446, -3.10328], [-1.80097, -2.77403, -2.93894], [0.38349, -2.42607, -2.00078], [-0.06255, -2.83895, -0.56481], [-1.53129, -3.58754, -0.36181], [-2.62784, -2.93559, 0.19266], [-2.55468, -1.61062, 0.46040], [-3.87515, -3.52272, 0.38897], [-4.85401, -2.77272, 0.90001], [-4.09405, -4.82412, -0.00162], [-5.30518, -5.37063, 0.13147], [-3.05174, -5.48157, -0.61057], [-3.30417, -6.68004, -1.14776], [-1.79626, -4.90550, -0.75215], [-0.87817, -5.67645, -1.38155], [0.92390, -3.83599, 0.25212], [0.77274, -4.01235, 1.63408], [-0.08858, -3.20795, 2.31831], [1.42515, -5.02325, 2.34224], [1.30244, -5.08315, 3.67333], [2.20370, -5.94548, 1.67947], [2.84815, -6.91280, 2.34500], [2.31236, -5.83388, 0.30818], [3.08186, -6.70648, -0.34302], [1.62371, -4.85750, -0.39505], [1.57652, -5.02930, -1.74054], [1.76899, -2.28662, -2.27384], [2.74946, -2.55864, -1.33539], [2.22722, -2.04986, -3.56249], [3.52331, -1.75963, -3.79730], [1.34205, 1.90676, 1.13181], [2.47685, 2.72990, 1.17245], [3.71910, 2.21454, 0.74804], [4.87101, 3.02021, 0.69240], [5.75351, 2.69193, -0.41919], [7.16097, 3.26104, -0.30868], [7.17978, 4.60218, 0.17014], [6.46916, 4.79588, 1.40006], [4.98527, 4.35944, 1.33376], [3.73593, 0.83937, 0.35787], [2.64521, -0.03758, 0.62559], [1.35838, 0.51211, 0.87829], [0.05214, -0.31960, 1.02864], [-1.17772, 0.60050, 1.02241], [-2.21437, 0.69001, 1.99563], [-3.35132, 1.52495, 1.77001], [-3.48418, 2.31786, 0.60963], [-4.60125, 3.14521, 0.40660], [-5.18664, 3.30140, -0.96172], [-6.34416, 4.32497, -1.00271], [-7.22424, 4.22135, 0.11736], [-6.56247, 4.31190, 1.38420], [-5.51091, 3.21741, 1.53619], [-2.42452, 2.27186, -0.32782], [-1.28773, 1.49427, -0.07174], [0.36963, 2.36567, 1.38100], [2.33424, 3.78694, 1.45629], [5.86237, 1.59265, -0.45688], [5.30478, 3.03735, -1.38678], [7.76886, 2.58538, 0.33066], [7.56842, 3.28611, -1.32950], [6.97361, 4.24127, 2.22872], [6.58402, 5.88278, 1.55142], [4.43141, 5.15822, 0.80130], [4.60893, 4.31638, 2.37021], [4.65398, 0.46874, -0.12278], [2.86198, -1.13467, 0.62657], [0.04992, -0.96544, 2.02899], [0.09028, -1.02624, -0.01371], [-2.16441, 0.14989, 2.97354], [-4.18458, 1.47530, 2.47594], [-5.59389, 2.32321, -1.31884], [-4.39602, 3.62115, -1.66605], [-5.91957, 5.35000, -1.08283], [-6.97984, 4.10495, -1.87709], [-7.36914, 4.15624, 2.12489], [-6.08742, 5.31627, 1.50195], [-6.03553, 2.26017, 1.69349], [-4.93051, 3.47109, 2.42913], [-2.47379, 2.84011, -1.26379], [-0.40368, 1.61838, -0.69953]], "smiles": "Fc1c(F)c(F)c(B(c2c(F)c(F)c(F)c(F)c2F)c2c(F)c(F)c(F)c(F)c2F)c(F)c1F.c1cc(N2CCOCC2)ccc1Cc1ccc(N2CCOCC2)cc1", "molar_mass_g_mol": 850.431, "homo_lumo_gap_ev": 6.36, "e_tot_ev": -89372.4932}

***

No. 2
{"formula": "C39H26Br2F7N4O3S2TeTi", "method": "ωB97M-V with the def2-TZVPD basis set", "symbols": ["Ti", "Br", "C", "C", "C", "Br", "C", "C", "C", "C", "N", "C", "C", "O", "H", "H", "H", "H", "F", "C", "C", "C", "C", "C", "F", "C", "C", "C", "C", "C", "C", "N", "H", "H", "H", "H", "H", "H", "F", "Te", "F", "F", "F", "F", "O", "N", "C", "N", "C", "C", "C", "C", "C", "C", "S", "H", "H", "H", "H", "H", "H", "O", "S", "C", "C", "C", "C", "C", "C", "C", "C", "C", "C", "C", "C", "H", "H", "H", "H", "H", "H", "H", "H", "H", "H"], "xyz": [[0.26921, 1.09187, -1.52124], [2.14898, 0.37703, -5.91193], [3.05791, 0.62477, -4.29381], [4.43697, 0.30784, -4.22090], [5.14447, 0.51464, -3.07257], [6.98456, 0.11170, -3.03282], [4.51133, 1.04881, -1.91684], [5.14819, 1.41063, -0.70844], [4.41801, 2.00400, 0.28468], [3.02987, 2.16731, 0.12584], [2.39211, 1.78439, -0.95500], [3.13446, 1.29954, -1.99074], [2.41097, 1.11427, -3.19495], [1.11554, 1.47781, -3.16173], [4.92772, -0.08444, -5.10024], [6.21109, 1.24676, -0.59356], [4.88455, 2.33402, 1.20156], [2.43845, 2.61915, 0.91350], [-0.94749, -2.51377, -5.28329], [-0.34284, -2.33429, -4.10164], [-0.35011, -1.08092, -3.52543], [0.27924, -0.89069, -2.30077], [0.93197, -1.96329, -1.68146], [0.89589, -3.20819, -2.30914], [1.48604, -4.27825, -1.73386], [0.26995, -3.42595, -3.51449], [1.55797, -1.70166, -0.37585], [2.36915, -2.58422, 0.34360], [2.78349, -2.23810, 1.61348], [2.37471, -1.02931, 2.16142], [1.63230, -0.18486, 1.36208], [1.26737, -0.48728, 0.11784], [-0.85314, -0.27390, -4.03994], [0.26467, -4.40316, -3.97455], [2.65630, -3.52739, -0.08801], [3.41289, -2.91293, 2.17924], [2.64519, -0.73454, 3.16533], [1.31562, 0.78229, 1.72944], [-1.38807, 1.41407, -2.39487], [-2.72064, 1.01960, -0.46401], [-3.08069, 1.89927, 1.14646], [-4.52500, 0.85575, -0.81545], [-2.96411, 2.71823, -1.16124], [-2.62495, -0.47611, -1.58338], [-0.92079, 0.90650, -0.01753], [-0.08932, 4.01072, -3.40147], [-0.32633, 4.26151, -2.10581], [-0.01538, 3.44997, -1.12086], [-0.35097, 4.04458, 0.10600], [-0.15299, 3.49765, 1.36992], [-0.53449, 4.21347, 2.49065], [-1.11833, 5.47424, 2.37510], [-1.32386, 6.03279, 1.12642], [-0.93420, 5.30925, 0.00975], [-1.05230, 5.77809, -1.65986], [0.25433, 3.10232, -3.67525], [-0.52026, 4.58301, -4.10467], [0.25590, 2.50470, 1.47689], [-0.38380, 3.78576, 3.47330], [-1.41553, 6.01745, 3.26116], [-1.77715, 7.00955, 1.02416], [-3.15290, -0.54993, 0.85693], [-2.10310, -1.08062, 1.88284], [-3.04151, -1.35211, 3.33631], [-2.60818, -0.70919, 4.48501], [-3.33878, -0.87583, 5.65476], [-4.48124, -1.65876, 5.64531], [-4.90996, -2.28836, 4.47857], [-4.18810, -2.14275, 3.31051], [-1.75258, -2.70455, 1.26748], [-0.80250, -3.43964, 1.96628], [-0.45472, -4.69114, 1.48966], [-1.04074, -5.17898, 0.32714], [-1.97670, -4.42286, -0.36003], [-2.34538, -3.16585, 0.10459], [-1.72572, -0.08253, 4.46572], [-3.02142, -0.38771, 6.56566], [-5.05267, -1.78028, 6.55586], [-5.80716, -2.89175, 4.48761], [-4.50276, -2.62585, 2.39462], [-0.34119, -3.04601, 2.86443], [0.27951, -5.28457, 2.01794], [-0.75732, -6.15287, -0.04854], [-2.42325, -4.80492, -1.26828], [-3.05630, -2.55503, -0.43063]], "total_charge": 1, "e_above_lowest_kcal_mol": 81.8, "molar_mass_g_mol": 1131.057, "homo_lumo_gap_ev": 6.78, "e_tot_ev": -264153.0487}

***

No. 3
{"formula": "C39H26Br2N5O7Sc", "method": "ωB97M-V with the def2-TZVPD basis set", "symbols": ["Sc", "O", "C", "O", "C", "C", "C", "C", "C", "N", "C", "O", "O", "H", "H", "H", "C", "O", "C", "N", "C", "C", "C", "C", "C", "C", "C", "C", "C", "C", "C", "C", "N", "C", "N", "C", "C", "O", "C", "C", "C", "C", "C", "C", "H", "H", "H", "H", "H", "H", "H", "H", "H", "H", "H", "H", "H", "H", "H", "H", "H", "H", "H", "Br", "C", "C", "C", "Br", "C", "C", "C", "C", "N", "C", "C", "O", "H", "H", "H", "H"], "xyz": [[-0.90895, 0.21641, 0.46668], [0.47557, 3.49079, 2.69450], [-0.18422, 2.72323, 2.01719], [0.23380, 1.80445, 1.22471], [-1.71373, 2.75517, 2.08484], [-2.51625, 3.76527, 2.58323], [-3.89435, 3.61137, 2.49142], [-4.43224, 2.46621, 1.91434], [-3.55710, 1.49664, 1.46430], [-2.24196, 1.65280, 1.56819], [-3.90599, 0.17310, 0.78962], [-5.05256, -0.10541, 0.50296], [-2.85062, -0.54469, 0.58998], [-2.06555, 4.64879, 3.01285], [-4.55141, 4.38748, 2.86211], [-5.49680, 2.31680, 1.80086], [-2.97186, -2.89347, -3.02119], [-2.80346, -3.47923, -1.71961], [-1.95880, -2.66458, -1.05517], [-1.54627, -1.61610, -1.62860], [-2.24548, -1.52760, -2.91031], [-1.38748, -1.22739, -4.11352], [-0.03481, -0.94629, -4.00071], [0.72333, -0.65633, -5.12642], [0.13493, -0.65649, -6.38124], [-1.21769, -0.94597, -6.50263], [-1.97461, -1.22743, -5.37694], [-1.67563, -3.04052, 0.33982], [-2.33109, -4.12926, 0.90432], [-2.11305, -4.42444, 2.23697], [-1.24081, -3.62910, 2.95988], [-0.64297, -2.55820, 2.31068], [-0.84344, -2.25895, 1.02874], [0.20774, -1.61663, 3.05185], [0.42445, -0.43039, 2.65664], [1.20853, 0.24970, 3.70074], [1.48680, -0.89532, 4.71594], [0.70402, -2.00891, 4.23265], [2.50361, 0.91536, 3.28850], [3.04880, 0.78803, 2.02227], [4.26752, 1.37948, 1.72078], [4.95157, 2.10063, 2.68591], [4.40559, 2.23751, 3.95382], [3.18713, 1.65051, 4.25231], [-4.03541, -2.81359, -3.23263], [-2.49767, -3.54263, -3.75885], [-2.97045, -0.71314, -2.79747], [0.41927, -0.96460, -3.02283], [1.77711, -0.42825, -5.01778], [0.72612, -0.43957, -7.26137], [-1.68349, -0.94818, -7.48004], [-3.03532, -1.43143, -5.47920], [-3.00952, -4.71135, 0.29926], [-2.62536, -5.25003, 2.71166], [-1.02534, -3.80382, 4.00383], [0.56146, 1.01889, 4.13200], [1.18380, -0.67482, 5.73678], [2.53758, -1.18289, 4.70014], [2.50026, 0.25059, 1.26915], [4.67559, 1.28997, 0.72140], [5.90348, 2.55828, 2.44892], [4.92298, 2.81806, 4.70717], [2.74987, 1.78600, 5.23603], [-0.82215, 4.13909, -2.31591], [0.53988, 2.84535, -2.16761], [1.81150, 3.10703, -2.68035], [2.79414, 2.15855, -2.60351], [4.49607, 2.53294, -3.35746], [2.55838, 0.91976, -1.97330], [3.48897, -0.13633, -1.87517], [3.14521, -1.28666, -1.21693], [1.88448, -1.38156, -0.61247], [0.98561, -0.42962, -0.69349], [1.28169, 0.69544, -1.39813], [0.20965, 1.64764, -1.54491], [-0.98448, 1.35865, -1.12370], [2.01240, 4.06088, -3.14717], [4.46552, -0.02816, -2.32692], [3.84270, -2.10851, -1.13507], [1.61131, -2.25899, -0.03735]], "e_above_lowest_kcal_mol": 16.0, "molar_mass_g_mol": 881.429, "homo_lumo_gap_ev": 7.04, "e_tot_ev": -223441.3892}